Density functional theory data (ωB97M-V with the def2-TZVPD basis set) for C22H22F4MnN7S2 as an isolated structure.

Structure (XYZ):
```
58
Properties=species:S:1:pos:R:3
Mn 0.040 0.331 0.369
S -0.441 3.349 -3.171
S 1.805 3.815 2.794
F -1.008 -2.830 3.920
F -3.558 -3.004 4.589
F -2.112 0.591 0.804
F -4.689 0.373 1.525
N -0.207 1.825 -1.125
N 0.655 2.055 1.342
N -0.173 -0.858 1.907
N 0.784 1.441 3.601
N -1.723 1.018 -2.728
N 1.954 -0.488 0.410
N 0.235 -1.365 -0.985
C -0.918 -2.191 -2.974
C 0.554 3.885 -1.864
C 1.611 -1.592 -0.494
C -2.475 -0.317 1.784
C -1.887 -2.009 3.311
C 3.089 0.314 -0.067
C -0.355 -1.370 -5.164
C 2.206 -0.965 1.793
C 0.848 -0.580 -3.234
C 0.990 2.306 2.587
C -3.798 -0.417 2.134
C 1.640 4.134 1.105
C 1.016 3.103 0.503
C 0.967 -1.631 2.374
C -1.132 -2.176 -4.346
C 0.066 -1.387 -2.418
C -0.840 1.928 -2.268
C 0.638 -0.577 -4.604
C -4.204 -1.321 3.092
C -1.441 -1.091 2.344
C 0.531 2.979 -0.868
C -3.220 -2.106 3.661
H 4.017 -0.265 -0.077
H 1.037 4.848 -1.892
H -1.898 -2.810 -4.774
H 2.460 -0.084 2.383
H 1.070 -1.649 3.461
H -2.098 0.351 -2.076
H 2.305 -1.659 -1.327
H 3.220 1.173 0.590
H 2.890 0.683 -1.074
H -1.518 -2.834 -2.337
H 0.908 -2.683 2.067
H -5.239 -1.414 3.384
H -0.514 -1.365 -6.234
H 0.221 0.630 3.370
H 1.251 0.053 -5.236
H 1.599 0.070 -2.803
H -2.261 1.206 -3.555
H 0.791 1.771 4.550
H 3.067 -1.640 1.811
H -0.366 -2.085 -0.598
H 1.975 5.065 0.677
H 1.634 -2.535 0.048
```

The calculation puts the LUMO energy (spin up / spin down) at -0.0843 / -0.0847 hartree. The multiplicity is 2. Its total charge is +1. As for the HOMO-LUMO gap (spin up / spin down): 7.73 / 7.87 eV. As for the relative energy (zero: lowest compared OMol25 entry of this formula, charge and spin): 0.0 kcal per mole.